Here is a structure of composition C21H24BrCl2N4O5SZn from the Open Molecules 2025 dataset. Energies are from ωB97M-V with the def2-TZVPD basis set.

Output
HOMO energy ... -0.339 Ha
Net charge ... +1

Each line ends with the Löwdin charge.
Atoms and positions in Å:
Br -1.959 0.468 -3.797  0.806
Zn -0.552 -0.009 -0.531  0.690
Cl -2.026 0.456 4.193  0.725
Cl 2.512 -1.842 5.545  0.762
S 4.582 -4.087 1.006  0.413
O 4.281 -5.089 2.008  -0.347
O 5.624 -4.421 0.028  -0.365
O 4.580 -2.729 1.490  -0.351
O 1.430 0.041 -0.247  -0.109
O -0.837 0.389 1.425  -0.174
N -2.569 -0.302 -0.610  -0.028
N -5.310 1.904 0.685  0.202
N 0.016 -1.921 -1.938  0.032
N -0.378 1.769 -1.708  0.000
C 3.127 -4.080 -0.121  -0.215
C 0.280 4.107 -1.778  -0.244
C 0.242 2.841 -1.175  -0.030
C 1.376 -0.262 2.116  -0.095
C -3.233 0.892 -0.077  -0.227
C 1.652 -0.956 4.395  -0.704
C 0.810 -3.417 -0.195  -0.064
C 3.370 -3.486 -1.433  -0.034
C -4.776 0.707 -0.062  -0.122
C 1.877 -4.013 0.456  -0.087
C 0.986 5.295 -1.245  -0.030
C 2.347 -2.817 -2.034  -0.043
C -0.933 1.901 -2.929  -0.621
C 2.200 -0.708 3.173  -0.041
C -0.281 4.178 -3.029  -0.003
C 2.030 -0.325 0.832  -0.072
C -0.505 -0.071 3.731  -0.648
C -0.857 3.080 -3.668  -0.076
C -0.037 0.050 2.374  -0.335
C 0.365 -0.502 4.696  -0.114
C 1.079 -2.751 -1.383  -0.323
H -2.862 1.016 0.939  0.099
H 3.083 -0.611 0.828  0.139
H -1.213 3.157 -4.660  0.098
H -2.735 -0.411 -1.604  -0.008
H 1.765 5.123 -0.483  0.101
H -0.834 -2.431 -2.276  0.107
H 4.308 -3.735 -1.942  0.120
H -5.231 0.588 -1.049  0.134
H 1.524 5.639 -2.112  0.082
H -0.257 5.057 -3.639  0.130
H 2.467 -2.317 -3.012  0.117
H -0.193 -3.532 0.263  0.115
H 3.248 -0.914 3.040  0.116
H 0.063 -0.688 5.743  0.122
H -4.993 -0.316 0.383  0.161
H 0.700 2.765 -0.192  0.136
H 1.931 -4.512 1.454  0.131
H -6.345 1.892 0.885  0.205
H 0.341 -1.349 -2.722  0.062
H 0.257 6.113 -0.935  0.122
H -2.635 -1.174 -0.071  0.133
H -4.795 1.898 1.565  0.167
H -3.013 1.721 -0.722  0.109
H -5.092 2.728 0.127  0.173

---

Here is a cluster of 2 separate species, C2H3ClO2S in total from the Open Molecules 2025 dataset. Energies are from ωB97M-V with the def2-TZVPD basis set.

Output
HOMO energy (spin up / spin down) ... -0.301 / -0.337 Ha
Net charge ... 0
Energy above the lowest of the compared OMol25 structures with the same formula, charge and spin ... 4.3156 eV
Spin multiplicity ... 3

Each line ends with the Löwdin charge.
Atoms and positions in Å:
Cl -1.872 0.753 0.863  0.496
S 1.868 -0.783 0.540  0.899
O -1.511 -0.769 -1.048  -0.110
O 0.567 -1.446 0.299  -0.519
C -2.458 -0.066 -0.622  -0.472
C 1.463 0.757 0.260  -0.307
H -0.671 -1.015 -0.553  0.018
H 0.490 0.968 -0.079  -0.041
H 2.124 1.601 0.341  0.038

---

Here is a cluster of 2 separate species, C5H12N4 in total from the Open Molecules 2025 dataset. Energies are from ωB97M-V with the def2-TZVPD basis set.

Output
HOMO energy ... -0.293 Ha
Net charge ... 0
Energy above the lowest of the compared OMol25 structures with the same formula, charge and spin ... 1.7977 eV
SMILES ... [H]/N=C(\N)C(C)=C=N.CN

Each line ends with the Löwdin charge.
Atoms and positions in Å:
N 1.586 0.356 1.472  -0.089
N -1.242 0.588 1.331  0.084
N 1.634 1.668 -1.003  0.167
N -2.694 -0.272 -0.303  0.124
C -1.472 0.223 0.117  -0.463
C 0.729 0.909 -0.687  -0.158
C -0.437 0.292 -0.910  -0.237
C -0.693 -0.260 -2.297  -0.065
C 1.925 -1.059 1.517  -0.174
H 2.167 0.910 2.092  0.078
H 0.604 0.513 1.738  0.019
H -1.444 0.325 -2.837  0.078
H -1.039 -1.295 -2.251  0.076
H 2.980 -1.198 1.273  0.066
H 0.222 -0.223 -2.884  0.079
H 1.336 -1.581 0.762  0.063
H -2.927 -0.227 -1.280  0.076
H 2.555 1.530 -0.600  0.069
H 1.727 -1.533 2.486  0.065
H -2.046 0.471 1.942  0.048
H -3.473 -0.139 0.322  0.094

---

Here is the molecule C6H13N from the Open Molecules 2025 dataset. Energies are from ωB97M-V with the def2-TZVPD basis set.

Output
HOMO energy (spin up / spin down) ... -0.247 / -0.253 Ha
Net charge ... 0
Energy above the lowest of the compared OMol25 structures with the same formula, charge and spin ... 3.4518 eV

Each line ends with the Löwdin charge.
Atoms and positions in Å:
N 0.319 -0.749 -0.762  -0.237
C 2.175 -1.005 1.121  -0.098
C 0.228 -1.450 -1.915  -0.039
C 1.209 -1.349 0.045  -0.191
C -0.839 0.079 -0.390  -0.168
C -0.572 1.466 0.175  -0.241
C -1.889 2.154 0.549  -0.116
H -1.403 -0.512 0.340  0.131
H 1.696 -0.615 2.025  0.064
H 3.055 -0.391 0.893  0.069
H -2.539 2.291 -0.325  0.075
H 2.552 -2.004 1.358  0.067
H 1.160 -2.415 -0.183  0.092
H 0.063 1.379 1.064  0.103
H -0.733 -1.905 -2.133  0.058
H -1.437 0.162 -1.306  0.121
H -2.450 1.567 1.286  0.074
H -0.025 2.070 -0.558  0.113
H -1.706 3.141 0.983  0.070
H 1.138 -1.915 -2.267  0.051